{"formula": "C45H99BeClN6O9", "method": "ωB97M-V/def2-TZVPD", "symbols": ["Be", "N", "H", "H", "H", "H", "Cl", "O", "O", "O", "O", "C", "C", "C", "C", "C", "C", "N", "O", "C", "C", "C", "H", "H", "H", "H", "H", "H", "H", "H", "H", "H", "H", "H", "H", "H", "H", "H", "H", "H", "H", "C", "C", "C", "C", "C", "C", "N", "O", "C", "C", "C", "H", "H", "H", "H", "H", "H", "H", "H", "H", "H", "H", "H", "H", "H", "H", "H", "H", "H", "H", "C", "C", "C", "C", "C", "C", "N", "O", "C", "C", "C", "H", "H", "H", "H", "H", "H", "H", "H", "H", "H", "H", "H", "H", "H", "H", "H", "H", "H", "H", "C", "C", "C", "C", "C", "C", "N", "O", "C", "C", "C", "H", "H", "H", "H", "H", "H", "H", "H", "H", "H", "H", "H", "H", "H", "H", "H", "H", "H", "H", "C", "C", "C", "C", "C", "C", "N", "O", "C", "C", "C", "H", "H", "H", "H", "H", "H", "H", "H", "H", "H", "H", "H", "H", "H", "H", "H", "H", "H", "H"], "xyz": [[-0.121, -4.921, 1.536], [0.013, -2.724, -4.727], [-0.086, -2.908, -3.738], [0.131, -1.721, -4.755], [-0.820, -2.959, -5.246], [0.787, -3.101, -5.255], [-0.184, -1.408, -0.623], [-0.351, -1.263, -2.057], [0.023, -2.741, -0.175], [0.971, -0.672, -0.227], [-1.454, -0.902, -0.112], [-3.054, -2.546, 4.859], [-2.791, -3.923, 4.231], [-4.003, -4.844, 4.634], [-5.315, -4.535, 3.850], [-5.145, -4.544, 2.333], [-3.901, -3.682, 1.906], [-2.667, -3.918, 2.756], [-1.738, -3.024, 2.391], [-3.467, -4.103, 0.440], [-4.434, -2.237, 1.777], [-1.542, -4.565, 4.944], [-2.428, -1.728, 4.503], [-3.029, -2.520, 5.948], [-4.018, -2.110, 4.598], [-3.780, -5.909, 4.705], [-4.439, -4.620, 5.608], [-5.925, -3.639, 3.966], [-5.949, -5.299, 4.299], [-6.064, -4.212, 1.849], [-4.849, -5.513, 1.930], [-2.581, -3.533, 0.162], [-3.253, -5.166, 0.328], [-4.183, -3.692, -0.271], [-3.617, -1.553, 2.007], [-4.928, -1.908, 0.862], [-5.061, -2.034, 2.645], [-1.600, -4.867, 5.990], [-0.766, -3.801, 4.914], [-1.269, -5.514, 4.483], [-2.015, -2.187, 2.770], [1.639, -1.302, 3.212], [2.842, -2.002, 3.884], [3.095, -1.285, 5.223], [4.046, -2.022, 6.161], [3.497, -3.406, 6.466], [3.264, -4.205, 5.177], [2.503, -3.439, 4.148], [2.035, -4.120, 3.116], [4.632, -4.906, 4.852], [2.433, -5.466, 5.572], [4.066, -1.724, 3.035], [0.812, -1.216, 3.917], [1.142, -1.770, 2.362], [2.050, -0.361, 2.849], [3.570, -0.332, 4.990], [2.126, -1.090, 5.683], [4.308, -1.280, 6.916], [4.910, -2.194, 5.519], [2.593, -3.269, 7.060], [4.115, -3.969, 7.166], [4.408, -5.119, 3.807], [5.536, -4.297, 4.867], [4.915, -5.806, 5.397], [2.188, -6.116, 4.732], [2.864, -5.972, 6.436], [1.538, -5.018, 6.005], [4.910, -2.267, 3.462], [4.284, -0.685, 2.787], [3.914, -2.224, 2.079], [2.866, -4.447, 2.765], [-0.677, 2.288, -2.190], [-1.010, 3.668, -2.809], [0.345, 4.362, -2.996], [1.020, 3.983, -4.348], [0.116, 4.133, -5.542], [-1.199, 3.257, -5.359], [-1.785, 3.609, -4.057], [-2.998, 2.876, -3.783], [-2.202, 3.628, -6.535], [-0.874, 1.824, -5.471], [-1.864, 4.532, -1.812], [-0.114, 1.584, -2.803], [-1.640, 1.831, -1.959], [-0.286, 2.401, -1.178], [0.229, 5.440, -2.885], [1.126, 4.189, -2.255], [1.352, 2.945, -4.305], [1.964, 4.517, -4.462], [0.710, 3.994, -6.445], [-0.063, 5.208, -5.515], [-2.390, 4.692, -6.393], [-1.661, 3.610, -7.481], [-3.032, 2.942, -6.709], [-1.690, 1.171, -5.164], [-0.613, 1.484, -6.473], [0.021, 1.516, -4.930], [-2.022, 4.186, -0.791], [-2.839, 4.770, -2.236], [-1.470, 5.523, -1.587], [-3.630, 3.598, -3.746], [-0.051, 2.428, 2.054], [-1.204, 3.142, 2.787], [-1.148, 4.669, 2.460], [-2.443, 5.329, 2.869], [-3.685, 4.649, 2.317], [-3.832, 3.084, 2.231], [-2.449, 2.580, 2.190], [-2.431, 1.234, 2.095], [-4.523, 2.580, 3.474], [-4.619, 2.780, 0.967], [-1.168, 2.873, 4.306], [0.920, 2.841, 2.328], [0.071, 1.407, 2.416], [-0.146, 2.249, 0.983], [-0.230, 5.097, 2.861], [-1.081, 4.850, 1.387], [-2.706, 5.589, 3.895], [-2.367, 6.385, 2.613], [-4.003, 4.899, 1.305], [-4.576, 4.997, 2.839], [-4.084, 3.095, 4.328], [-4.426, 1.495, 3.512], [-5.599, 2.723, 3.375], [-4.668, 1.715, 0.740], [-4.487, 3.282, 0.009], [-5.667, 3.060, 1.072], [-1.448, 1.843, 4.528], [-0.116, 3.024, 4.547], [-1.814, 3.478, 4.942], [-2.085, 1.118, 1.207], [2.888, 1.873, -7.916], [3.733, 1.421, -6.675], [4.367, 2.704, -6.060], [5.030, 2.495, -4.667], [4.187, 1.471, -3.785], [3.562, 0.221, -4.395], [2.875, 0.669, -5.639], [2.047, -0.369, -6.245], [4.652, -0.993, -4.458], [2.384, -0.173, -3.389], [4.843, 0.503, -7.147], [1.968, 2.399, -7.663], [2.456, 0.940, -8.277], [3.436, 2.301, -8.756], [5.073, 3.044, -6.818], [3.576, 3.450, -5.986], [5.244, 3.483, -4.260], [5.924, 1.899, -4.850], [3.475, 2.162, -3.334], [4.851, 1.184, -2.969], [4.458, -1.516, -3.521], [4.404, -1.576, -5.345], [5.710, -0.737, -4.411], [2.563, 0.198, -2.381], [1.462, 0.376, -3.581], [2.123, -1.227, -3.291], [5.602, 0.304, -6.390], [5.306, 0.990, -8.005], [4.219, -0.264, -7.605], [2.625, -1.135, -6.280]], "atomic_forces_ev_per_a": [[-0.7160, 1.5849, 0.7100], [-0.3176, 0.7968, -0.7555], [0.2737, -0.5897, 0.7154], [0.1039, 1.0621, -0.1958], [-0.6039, -0.0803, 0.0184], [0.6049, -0.5397, 0.4795], [-1.6195, 3.2208, -0.6880], [0.7159, -1.5117, -0.7175], [-0.0659, -2.9258, 0.2010], [-0.1145, 0.5915, 0.4033], [1.0760, -0.2521, 0.9823], [-0.4872, 1.1688, -0.6357], [-1.2606, -2.0720, 2.6394], [-1.2986, 2.0542, -0.4102], [0.1363, -1.2011, -0.9088], [1.8754, -1.1585, 0.1232], [-1.4355, -0.6984, -2.1246], [-2.2020, -1.5568, 0.7092], [2.6136, 1.1439, -0.8190], [0.1968, 1.0845, 0.8017], [1.3439, 0.7855, 2.1924], [0.1442, 0.7574, -0.9787], [0.7847, -0.1254, 0.1682], [0.3173, -0.4331, -0.1059], [-0.4485, -0.5835, -0.0495], [0.1059, 0.0107, -0.7294], [1.2086, 0.3069, 0.6839], [0.8457, 0.5891, 1.2639], [-0.5675, -0.2740, -0.8908], [0.3051, 0.0978, -0.2740], [-0.6091, -0.5185, 0.2671], [0.3554, 0.0032, 0.2328], [-0.3630, -0.0793, 0.0328], [-0.3651, -0.7082, 0.0098], [0.1432, 0.4749, -0.6978], [0.2031, -0.5721, 0.0103], [-0.5755, -0.0853, -0.2300], [-0.9306, 0.5089, 0.1191], [0.5852, -0.3568, -0.2125], [0.2567, 0.1416, -0.5916], [0.2939, 0.8745, -0.1113], [-0.1235, -0.3622, 0.1139], [-1.1434, 0.9006, 0.2331], [-0.4453, -0.3050, 0.0841], [0.0061, 0.0501, -1.6825], [-0.7149, 1.1962, 0.8972], [0.3159, -2.2181, 2.2434], [1.5799, 2.5518, 3.5110], [0.1943, -1.2551, -1.9526], [-0.0524, 1.3666, -2.1654], [-1.0615, 1.6159, 0.5677], [0.4139, -2.1897, -1.1383], [0.1613, 0.5548, 0.2978], [0.6849, -0.4134, -0.3015], [-0.5968, 0.2693, 0.2209], [-0.2974, 0.1473, -0.0955], [0.0039, 0.0404, 0.2997], [0.0682, -0.8242, 0.6047], [0.6397, 0.2192, 0.4292], [-0.5612, -0.0737, -0.2755], [0.3827, -0.1740, -0.4150], [0.9748, -0.8921, -0.4306], [-0.2187, 0.4776, -0.0547], [-0.8274, 0.0478, 0.0612], [0.1669, -0.0954, 0.2316], [0.3924, -0.2066, -0.4885], [-0.6595, -0.3881, -0.3073], [0.3806, 0.5158, 0.0600], [-0.1511, -0.0537, 0.5485], [0.0194, 0.0467, -0.4177], [-0.0777, -0.8175, -1.2662], [-1.8078, -0.0896, 0.5502], [0.9548, -0.0996, 1.3739], [0.7623, 0.7322, -1.7081], [0.2305, -0.7157, 0.9519], [-0.4380, 0.6482, 1.0671], [-0.0378, 1.2418, -1.4511], [-0.1003, 0.8660, 0.1071], [0.8267, 0.0996, -0.4671], [1.6174, 0.4070, 0.6458], [0.9148, -2.3658, -0.2620], [-0.2173, 0.4380, 0.0937], [0.1537, 0.3823, 0.1464], [-0.1884, -0.4688, -0.3418], [0.7181, 0.1920, -0.2456], [-0.2176, 0.2310, -0.6656], [-0.5403, -0.7370, 0.5821], [0.0195, -0.2888, 0.2637], [-0.1069, 0.3970, -0.0928], [-0.5188, -0.6589, -0.2543], [-0.9402, 0.1176, -0.4306], [-0.9599, -0.1433, 0.0077], [0.3988, -0.2056, 0.0235], [-0.2744, 0.3679, 0.6780], [-0.2227, 0.1773, 0.2210], [-0.1851, 0.4401, -0.4335], [-0.0216, 0.1438, 0.3995], [-0.0325, -0.9267, -0.1107], [-0.0500, -0.2867, 0.0791], [0.5900, 0.0923, -0.5494], [-0.3074, -0.0775, -0.1231], [0.4893, -1.1489, 1.0187], [-0.6210, 0.4816, -1.2814], [-0.5422, -0.9411, 0.4159], [-0.6261, 1.1969, 0.5284], [-1.6932, -0.1438, -1.2147], [1.7689, 2.4012, 0.1046], [-0.4732, 1.1113, -0.0244], [-0.0088, -0.9125, -0.0978], [-0.3742, -0.8548, -0.0673], [-1.2964, -1.0800, -0.7395], [0.4163, -0.2930, -0.2688], [-0.1089, 0.5957, -0.3512], [-0.3046, -0.2210, 0.3144], [-0.1434, 0.8368, -0.0887], [-0.1939, 0.0324, 0.4176], [0.1117, -0.4825, -0.2164], [0.9154, -1.1567, 0.8553], [-0.3309, 0.0575, -1.1352], [0.9703, 0.7922, -0.2694], [0.1032, 0.0237, 0.4786], [-0.3370, -0.3306, 0.1970], [0.3044, -0.0655, 0.3960], [0.0472, 0.5146, 0.2688], [0.1860, -0.1667, 0.1339], [1.4255, 0.2432, 0.2082], [-0.1865, -0.0336, 0.8626], [0.2199, -0.1618, -0.2088], [-0.0498, 0.0072, 0.5626], [0.1364, 0.4037, -0.3943], [0.3239, -1.0409, -0.5621], [-0.7375, -1.9768, 0.9179], [0.1919, 0.7962, 0.3730], [-0.9144, -0.7376, 0.8255], [-0.5832, -2.4501, -1.7777], [0.8343, 2.7370, 0.2923], [-0.6289, -0.1553, 0.3527], [0.1043, 1.1870, -0.4685], [0.7718, 0.5744, 0.7980], [-1.8644, 1.2462, 0.4610], [0.3746, 0.5820, -0.1821], [-0.8046, 0.8608, -1.1677], [0.4099, 0.6427, 0.2475], [0.0913, -0.1794, -0.4837], [0.1880, 0.2685, 0.4921], [0.1198, 0.1776, 0.1636], [-0.0312, 0.1408, 0.0734], [0.0174, -0.4637, 0.6001], [0.6795, 0.7003, -0.0384], [-0.7856, -0.6088, 0.1505], [-0.0731, -0.2657, 0.1068], [0.0171, -0.5138, -0.2598], [0.3996, -0.4390, 0.2198], [-0.1950, 0.3964, -0.4792], [0.6500, -0.3673, 0.1462], [0.0446, -0.0436, -0.7333], [0.2880, -0.1932, -0.2165], [-0.3461, -0.5603, -0.2887], [0.3459, -0.0207, 0.0514], [0.9648, -1.1751, 0.2594], [0.3606, -0.4016, -0.3834]], "gap_ev": 1.677, "e_above_lowest_kj_mol": 248.36, "homo_energy_ev": -11.5270, "charge": 2, "total_energy_ev": -88524.057, "fmax_ev_per_a": 4.62}